[1]
Density functional theory data (wB97M-V/def2-TZVPD) for a molecular structure, C37H44F3N5O4RuS2.

CARTESIAN COORDINATES (ANGSTROEM)
Ru: -0.1980 0.1262 -0.1813
C: -0.9894 -5.3379 -3.1657
C: -1.1798 -4.0042 -3.8945
C: -0.4633 -2.8670 -3.2350
C: 0.7611 -2.3239 -3.5658
C: 1.6841 -2.7353 -4.6716
C: 2.7576 -3.7276 -4.2149
C: 1.0136 -1.2949 -2.6134
C: 2.1916 -0.5074 -2.5326
C: 2.4462 0.5612 -1.7442
C: 3.7017 1.2677 -1.5557
C: 4.9632 0.8819 -2.2608
C: 5.6059 -0.3769 -1.6715
C: 3.5318 2.2817 -0.6901
C: 2.1012 2.3136 -0.2692
C: 1.7755 2.7058 1.1037
C: 0.7399 2.2549 1.8428
N: -0.1977 1.2955 1.4929
C: -1.0681 1.1842 2.5271
C: -2.1502 0.3423 2.5888
C: -2.5222 -0.5981 1.6076
N: -1.8079 -0.8987 0.5193
C: -2.5151 -1.8534 -0.1942
C: -2.1116 -2.4095 -1.3704
C: -0.9171 -2.1585 -2.0823
N: -0.0099 -1.2141 -1.7258
C: -3.7449 -2.1530 0.5183
C: -3.7463 -1.3878 1.6372
C: -4.8229 -1.2389 2.6646
C: -5.6741 0.0092 2.4107
C: -4.7739 -3.1431 0.0742
C: -4.3968 -4.5826 0.4351
C: -0.6764 2.1120 3.6079
C: 0.4324 2.7497 3.2024
C: 1.2575 3.7545 3.9389
C: 2.5174 3.1391 4.5556
C: -1.4007 2.2352 4.9090
C: -1.0518 1.1048 5.8819
N: 1.4453 1.1738 -0.9138
C: 4.5408 3.2811 -0.2206
C: 5.3755 2.7898 0.9648
H: -1.5313 -6.1474 -3.6610
H: -1.3445 -5.2674 -2.1360
H: 0.0679 -5.6063 -3.1270
H: -2.2487 -3.7796 -3.9606
H: -0.8309 -4.1050 -4.9258
H: 2.1667 -1.8527 -5.1013
H: 1.1043 -3.1829 -5.4832
H: 3.3633 -3.3004 -3.4132
H: 3.4232 -4.0064 -5.0356
H: 2.2967 -4.6360 -3.8234
H: 3.0133 -0.8233 -3.1685
H: 5.6713 1.7118 -2.2146
H: 4.7436 0.7200 -3.3204
H: 5.8717 -0.2176 -0.6254
H: 6.5114 -0.6472 -2.2176
H: 4.9187 -1.2227 -1.7087
H: 2.4339 3.4423 1.5458
H: -2.7895 0.4182 3.4585
H: -2.7766 -3.1478 -1.8059
H: -4.3786 -1.1858 3.6634
H: -5.4596 -2.1274 2.6633
H: -5.0475 0.9007 2.3632
H: -6.4250 0.1457 3.1926
H: -6.1834 -0.0697 1.4491
H: -4.9168 -3.0596 -1.0060
H: -5.7359 -2.8929 0.5275
H: -3.4411 -4.8555 -0.0151
H: -5.1535 -5.2904 0.0900
H: -4.2926 -4.6906 1.5163
H: 0.6552 4.2127 4.7265
H: 1.5407 4.5634 3.2597
H: 2.2506 2.3759 5.2886
H: 3.1252 3.8965 5.0547
H: 3.1282 2.6589 3.7899
H: -2.4778 2.2378 4.7226
H: -1.1642 3.1974 5.3690
H: -1.2726 0.1330 5.4395
H: -1.6162 1.1967 6.8120
H: 0.0123 1.1233 6.1242
H: 4.0274 4.2085 0.0429
H: 5.1991 3.5365 -1.0544
H: 4.7361 2.5232 1.8079
H: 6.0801 3.5557 1.2961
H: 5.9438 1.8990 0.6915
F: -3.7045 4.0311 -2.0981
C: -2.5226 3.3966 -2.0506
F: -2.0377 3.3504 -3.2996
F: -1.6918 4.1362 -1.3127
S: -2.7368 1.7110 -1.3410
O: -3.1183 1.9581 0.0223
O: -3.6959 1.0876 -2.2081
O: -1.3602 1.1898 -1.5232
O: 2.6564 4.0737 -2.8110
S: 1.4943 3.1457 -2.8577
N: 1.0947 2.6260 -1.3209

Atomic forces in eV per Å
Ru 0.0 0.0 0.0
C 0.0 0.0 0.0
C 0.0 0.0 0.0
C 0.0 0.0 0.0
C 0.0 0.0 0.0
C 0.0 0.0 0.0
C 0.0 0.0 0.0
C 0.0 0.0 0.0
C 0.0 0.0 0.0
C 0.0 0.0 0.0
C 0.0 0.0 0.0
C 0.0 0.0 0.0
C 0.0 0.0 0.0
C 0.0 0.0 0.0
C 0.0 0.0 0.0
C 0.0 0.0 0.0
C 0.0 0.0 0.0
N 0.0 0.0 0.0
C 0.0 0.0 0.0
C 0.0 0.0 0.0
C 0.0 0.0 0.0
N 0.0 0.0 0.0
C 0.0 0.0 0.0
C 0.0 0.0 0.0
C 0.0 0.0 0.0
N 0.0 0.0 0.0
C 0.0 0.0 0.0
C 0.0 0.0 0.0
C 0.0 0.0 0.0
C 0.0 0.0 0.0
C 0.0 0.0 0.0
C 0.0 0.0 0.0
C 0.0 0.0 0.0
C 0.0 0.0 0.0
C 0.0 0.0 0.0
C 0.0 0.0 0.0
C 0.0 0.0 0.0
C 0.0 0.0 0.0
N 0.0 0.0 0.0
C 0.0 0.0 0.0
C 0.0 0.0 0.0
H 0.0 0.0 0.0
H 0.0 0.0 0.0
H 0.0 0.0 0.0
H 0.0 0.0 0.0
H 0.0 0.0 0.0
H 0.0 0.0 0.0
H 0.0 0.0 0.0
H 0.0 0.0 0.0
H 0.0 0.0 0.0
H 0.0 0.0 0.0
H 0.0 0.0 0.0
H 0.0 0.0 0.0
H 0.0 0.0 0.0
H 0.0 0.0 0.0
H 0.0 0.0 0.0
H 0.0 0.0 0.0
H 0.0 0.0 0.0
H 0.0 0.0 0.0
H 0.0 0.0 0.0
H 0.0 0.0 0.0
H 0.0 0.0 0.0
H 0.0 0.0 0.0
H 0.0 0.0 0.0
H 0.0 0.0 0.0
H 0.0 0.0 0.0
H 0.0 0.0 0.0
H 0.0 0.0 0.0
H 0.0 0.0 0.0
H 0.0 0.0 0.0
H 0.0 0.0 0.0
H 0.0 0.0 0.0
H 0.0 0.0 0.0
H 0.0 0.0 0.0
H 0.0 0.0 0.0
H 0.0 0.0 0.0
H 0.0 0.0 0.0
H 0.0 0.0 0.0
H 0.0 0.0 0.0
H 0.0 0.0 0.0
H 0.0 0.0 0.0
H 0.0 0.0 0.0
H 0.0 0.0 0.0
H 0.0 0.0 0.0
H 0.0 0.0 0.0
F 0.0 0.0 0.0
C 0.0 0.0 0.0
F 0.0 0.0 0.0
F 0.0 0.0 0.0
S 0.0 0.1 0.1
O 0.0 0.0 -0.1
O 0.0 0.0 0.0
O 0.0 0.0 0.0
O 0.0 0.0 0.0
S 0.0 0.0 0.0
N 0.0 0.1 0.0

Calculated values
**Spin multiplicity**: 2
**HOMO-LUMO gap (spin up / spin down)**: 5.60 / 5.52 eV
**Charge**: -1
**ΔE to the lowest compared entry with this formula, charge and spin**: 92.53 kcal per mole
**Electronic energy**: -3201.9847 hartree
**Molar mass**: 844.99 g mol⁻¹
**F_max**: 0.111 eV/Å

[2]
Density functional theory data (wB97M-V/def2-TZVPD) for a molecular structure, C37H44LaNOP2.

CARTESIAN COORDINATES (ANGSTROEM)
La: 0.2646 0.6823 -0.0306
O: -2.1895 -0.7372 -0.0014
C: -3.1916 -0.0298 0.7456
C: -3.3196 1.4158 0.3163
C: -4.5624 1.9927 0.0902
C: -4.6348 3.3497 -0.1894
C: -3.4526 4.0727 -0.2339
C: -2.2531 3.4082 -0.0392
N: -2.1703 2.1035 0.2279
H: -2.6469 -1.3337 -0.6092
H: -2.8573 -0.0369 1.7920
H: -4.1571 -0.5321 0.6814
H: -5.4620 1.3980 0.1424
H: -5.5883 3.8288 -0.3553
H: -3.4490 5.1327 -0.4259
H: -1.3117 3.9412 -0.0924
C: -0.7911 0.4109 7.1596
C: -0.8606 1.4977 6.3022
C: -0.4636 1.3637 4.9825
C: 0.0065 0.1379 4.5203
C: 0.0687 -0.9589 5.3813
C: -0.3297 -0.8139 6.6978
P: 0.5797 0.0118 2.7950
C: 0.1861 -1.7340 2.3914
C: 1.0553 -2.5925 1.7206
C: 0.6406 -3.8794 1.4129
C: -0.6435 -4.3012 1.7225
C: -1.5199 -3.4343 2.3585
C: -1.1050 -2.1635 2.7056
C: 2.3999 0.1373 2.9141
C: 2.9960 0.2211 4.1532
C: 4.3829 0.3487 4.2788
C: 5.1692 0.3596 3.1626
C: 4.6031 0.2743 1.8725
C: 5.4272 0.2537 0.7291
C: 4.8829 0.1646 -0.5186
C: 3.4842 0.1747 -0.6768
C: 2.6295 0.2345 0.4052
C: 3.1830 0.2156 1.7208
H: -1.0930 0.5169 8.1905
H: -1.2209 2.4498 6.6616
H: -0.5026 2.2103 4.3084
H: 0.4387 -1.9117 5.0288
H: -0.2744 -1.6589 7.3676
H: 2.0630 -2.2757 1.4709
H: 1.3322 -4.5671 0.9481
H: -0.9583 -5.3065 1.4793
H: -2.5251 -3.7559 2.5899
H: -1.7670 -1.5060 3.2574
H: 2.3934 0.1958 5.0469
H: 4.8166 0.4305 5.2618
H: 6.2411 0.4416 3.2508
H: 6.4969 0.3021 0.8615
H: 5.5139 0.1155 -1.3921
H: 3.1034 0.1359 -1.6976
C: 1.8039 1.7727 -4.3448
C: 0.9994 0.4871 -4.5303
C: 0.2389 0.5282 -5.8533
P: -0.0302 0.1307 -2.9951
C: -1.7640 0.8705 -3.1686
C: -2.7343 0.2487 -4.1646
C: -1.6180 2.3804 -3.3734
C: -0.2066 -1.7425 -3.0054
C: 1.0478 -2.3196 -2.3416
C: -0.4199 -2.4187 -4.3563
H: 2.5079 1.8779 -5.1673
H: 2.3708 1.7633 -3.4135
H: 1.1596 2.6480 -4.3521
H: 1.7044 -0.3552 -4.5552
H: -0.3722 1.4221 -5.9301
H: -0.3858 -0.3441 -6.0079
H: 0.9594 0.5603 -6.6682
H: -2.1840 0.7121 -2.1616
H: -2.4075 0.3732 -5.1908
H: -3.7011 0.7408 -4.0674
H: -2.8831 -0.8101 -3.9654
H: -1.3864 2.6102 -4.4095
H: -0.8235 2.7896 -2.7401
H: -2.5470 2.8902 -3.1248
H: -1.0681 -1.9535 -2.3564
H: 1.9329 -2.1059 -2.9396
H: 0.9601 -3.4011 -2.2651
H: 1.1953 -1.9185 -1.3306
H: 0.4458 -2.2965 -4.9996
H: -1.3008 -2.0538 -4.8737
H: -0.5547 -3.4861 -4.1953

Atomic forces in eV per Å
La -0.8 -0.2 -0.7
O 0.1 0.1 -0.3
C 0.0 0.4 0.4
C -0.2 -0.3 -0.1
C 0.2 0.0 0.0
C 0.3 0.0 0.1
C 0.0 0.0 -0.1
C 0.0 0.1 0.0
N 0.1 -0.1 0.1
H 0.3 0.0 0.0
H -0.2 -0.1 -0.2
H 0.1 0.0 0.0
H 0.0 -0.1 0.0
H 0.0 0.0 0.0
H 0.0 0.1 0.0
H 0.0 0.2 0.0
C 0.0 0.0 0.0
C 0.0 0.1 0.1
C 0.1 -0.1 -0.1
C -0.2 0.1 -0.4
C 0.0 0.2 -0.1
C 0.0 -0.1 0.0
P 0.6 -0.4 1.0
C 0.0 0.4 -0.2
C 0.1 0.2 0.0
C -0.1 -0.3 -0.1
C 0.1 0.0 -0.1
C -0.1 0.0 0.0
C -0.1 0.0 -0.1
C -0.1 0.1 0.1
C -0.3 -0.1 -0.3
C 0.3 0.0 -0.1
C 0.0 0.0 0.1
C -0.5 0.0 0.3
C -0.1 0.0 -0.3
C 0.1 0.1 -0.1
C -0.1 0.1 0.1
C -0.8 -0.2 0.5
C 0.9 0.1 0.1
H 0.0 0.0 0.1
H 0.0 0.1 0.0
H 0.0 0.1 0.0
H 0.0 0.0 0.0
H 0.0 -0.1 0.1
H -0.1 0.0 0.1
H 0.0 0.0 -0.1
H 0.0 0.0 0.0
H 0.0 -0.1 0.1
H -0.1 0.0 0.0
H 0.0 0.0 0.1
H 0.1 0.0 0.1
H 0.2 0.0 0.0
H 0.1 0.0 0.0
H 0.1 0.0 -0.1
H -0.1 0.0 0.0
C 0.1 -0.1 0.1
C -0.1 0.1 0.4
C 0.1 -0.2 0.1
P -0.6 -0.5 -1.2
C 0.5 -0.2 0.1
C 0.0 0.0 0.2
C 0.0 -0.2 0.2
C 0.1 0.4 0.1
C -0.3 0.1 0.1
C -0.2 0.1 0.2
H 0.1 0.1 0.0
H 0.1 0.1 0.0
H -0.1 0.1 0.0
H -0.1 0.1 0.1
H -0.1 0.1 0.0
H -0.1 0.0 -0.1
H 0.1 0.0 -0.1
H 0.1 0.0 -0.1
H 0.1 0.0 -0.1
H -0.1 0.0 0.0
H 0.0 -0.1 -0.1
H 0.1 0.1 0.0
H 0.0 0.2 -0.1
H -0.1 0.0 0.0
H 0.0 0.0 -0.1
H 0.1 0.1 0.1
H 0.0 -0.1 0.1
H 0.2 -0.1 0.0
H 0.1 0.0 -0.1
H 0.0 0.0 -0.1
H 0.0 -0.1 0.0

Calculated values
**HOMO-LUMO gap**: 6.84 eV
**Charge**: +2
**Electronic energy**: -2280.1326 hartree
**Molar mass**: 719.62 g mol⁻¹
**F_max**: 1.434 eV/Å